(1)
34
Properties=species:S:1:pos:R:3:forces:R:3:lowdin_charge:R:1 method="wB97M-V/def2-TZVPD" e_above_lowest_kj_mol=252.7 e_homo_ev=-8.20 homo_lumo_gap_ev=6.27 lumo_ev=-1.923
O -0.04285 -5.13699 2.35041 -0.0818 -2.2939 0.3586 -0.39
V -0.69407 -3.85782 2.90384 2.0165 0.7177 2.8742 0.69
O 0.30378 -3.29716 4.05922 -1.9746 -0.9819 -0.8621 -0.41
Cl -0.04406 -2.70230 1.35872 0.1033 0.0591 -3.4827 0.43
C -0.36306 1.68587 -1.94850 -0.5858 1.8193 -1.4083 -0.04
C -0.36160 0.21800 -1.59657 -1.1686 -0.4480 0.3626 -0.52
C 1.01802 -0.44923 -1.72557 -0.3090 0.6966 -0.5028 -0.15
C 2.03488 0.08699 -0.78859 -0.3152 0.7876 1.7554 -0.17
C 1.52223 0.03776 0.67521 0.6789 -1.1869 0.1294 -0.16
C 0.07386 0.48637 0.89885 -0.7580 1.3716 0.4894 -0.41
N -0.84077 0.05441 -0.24095 0.9565 -1.7253 2.6829 -0.12
O -2.21882 0.37687 0.01324 1.4845 -0.0146 -0.6355 -0.01
C -0.48405 -0.08033 2.29884 -0.1729 0.4041 -0.3350 -0.10
C 0.14032 2.09173 1.05438 -0.7046 -1.5289 0.3501 -0.03
C -1.34667 -0.54841 -2.54076 -0.3560 0.9138 0.7350 -0.02
H -1.35597 2.00088 -2.26942 -0.2949 -0.5449 -0.7553 0.08
H -0.29993 2.51464 -1.24333 1.1006 -0.7902 0.6863 0.06
H 0.31501 1.92389 -2.76805 0.0047 0.0160 -0.1389 0.09
H 0.96980 -1.53215 -1.61123 -0.3319 -0.0257 -0.1970 0.12
H 1.36669 -0.16273 -2.71777 -0.1276 -0.5325 -0.3903 0.12
H 2.98849 -0.41291 -0.95839 0.0498 -0.0115 0.4118 0.12
H 2.19693 1.15634 -0.92395 0.1187 0.1256 -0.6618 0.11
H 2.20338 0.63990 1.27651 -0.2440 0.3906 0.1410 0.12
H 1.63601 -0.93752 1.14849 0.0824 -0.2388 -0.4992 0.05
H -0.05313 0.37141 3.19234 0.2556 0.6152 -0.3252 0.08
H -0.34447 -1.14652 2.47733 0.1948 1.3956 -0.1390 -0.09
H -1.56468 0.04193 2.37234 -0.0620 0.4035 -0.1935 0.07
H 0.88314 2.59833 0.43821 -0.0002 -0.2549 0.0797 0.07
H 0.32947 2.25253 2.11573 0.0705 0.3793 -0.1549 0.07
H -0.84821 2.47776 0.80559 0.0202 0.4358 0.2281 0.06
H -0.80664 -0.88110 -3.42720 -0.3986 -0.1479 -0.0159 0.08
H -1.92034 -1.30772 -2.00932 0.8762 -0.6736 0.0475 0.08
H -2.19025 0.10414 -2.76581 0.3011 0.3202 -0.6474 0.07
H -2.20243 1.33314 0.09613 -0.4287 0.5478 0.0129 0.07

---

(2)
16
Properties=species:S:1:pos:R:3:forces:R:3:lowdin_charge:R:1 method="wB97M-V/def2-TZVPD" e_above_lowest_kj_mol=614.6 e_homo_ev=-9.78 homo_lumo_gap_ev=8.65 smiles="C=C/C=C(/Cl)[N+](=O)[O-].C#C" lumo_ev=-1.132
C -0.14570 0.14089 -2.97346 0.1612 0.4133 -3.2611 0.01
C -0.23124 -0.72664 -1.99539 -2.0150 1.8816 2.2517 -0.18
C -1.07506 -0.49412 -0.75703 0.7945 -1.4458 0.8713 -0.02
C -0.78799 -1.00412 0.49804 -2.7407 1.9064 -2.1230 -0.57
Cl -1.84765 -0.70649 1.86976 0.3361 -0.0858 -0.9632 0.70
N 0.40775 -1.66844 0.85292 1.5315 0.2657 0.7246 -0.41
O 1.13357 -2.11061 -0.02870 -0.3750 -0.1217 0.5168 0.07
O 0.67036 -1.62277 2.04232 0.5332 -0.7000 -0.3974 0.03
H -0.81397 1.04048 -3.09855 1.0531 -0.9642 0.3045 0.08
H 0.53356 -0.18091 -3.88136 -1.4279 1.0775 1.8862 0.11
H 0.35575 -1.55901 -1.98442 1.4306 -2.0360 -0.0111 0.05
H -2.03379 0.03979 -0.87614 0.7399 -0.1491 0.2288 0.12
C 0.45206 2.61495 2.63760 7.3383 -4.4603 -0.3884 0.03
C 1.41761 1.86706 2.53643 -0.9862 1.9658 0.5096 0.02
H -0.44751 2.92722 2.60192 -5.7110 2.4597 -0.0494 -0.06
H 2.41226 1.44273 2.55605 -0.6626 -0.0072 -0.0997 0.03

---

(3)
106
Properties=species:S:1:pos:R:3:forces:R:3:lowdin_charge:R:1 method="wB97M-V/def2-TZVPD" e_homo_ev=-8.55 homo_lumo_gap_ev=8.88 smiles=COCCNCCOC.COCCNCCOC.OCCO.OCCO.OCCO.OCCO.O.O.O.O.O.O lumo_ev=0.322
C 17.18499 12.40556 13.94644 -1.6338 1.4413 -0.8349 -0.09
O 16.93132 12.44999 12.55972 1.2014 -1.0406 -0.5113 -0.23
C 15.58081 12.37822 12.16784 0.1198 -0.6090 1.6867 -0.24
C 15.57551 13.02428 10.84710 -0.5708 -0.0396 -1.0016 -0.21
N 15.96060 14.41909 11.03338 1.8951 0.7652 -0.0136 -0.04
C 16.06637 15.22203 9.79836 -1.0581 0.6357 1.3938 -0.19
C 17.10541 14.77327 8.88644 0.3848 -2.1335 -0.4357 -0.25
O 18.32498 14.81947 9.58544 0.8325 -0.5080 -0.2724 -0.18
C 19.40496 14.07044 8.99701 -0.1237 0.8266 1.1640 -0.07
H 18.23547 12.43921 14.05474 1.1622 -0.3060 0.2545 0.07
H 16.73992 11.48529 14.35987 0.0582 0.6363 0.4731 0.10
H 16.80881 13.42322 14.28587 -0.0001 -1.4873 0.7137 0.11
H 15.06336 12.99333 12.91081 -0.7320 -0.1143 -0.1494 0.12
H 15.17454 11.32406 12.19072 0.3528 0.9014 -0.1312 0.14
H 14.58281 12.91193 10.39331 0.1533 0.3688 -0.1136 0.12
H 16.29020 12.47317 10.22994 -0.0202 -0.0010 -0.2221 0.11
H 16.97318 14.40174 11.31500 -1.3555 -0.2157 0.3272 0.13
H 16.19561 16.26792 10.05852 0.1786 0.2260 0.3350 0.13
H 15.12967 15.16333 9.32392 -1.3085 -0.0385 -0.8639 0.08
H 17.11488 15.26012 7.94395 0.2187 1.1306 -0.8489 0.11
H 16.77467 13.75373 8.59655 0.7536 -0.1372 0.1663 0.12
H 19.62098 14.44343 8.00623 0.0078 -0.0815 -0.4677 0.08
H 19.20330 13.00144 9.01052 -0.1652 -0.1280 -0.1969 0.08
H 20.28772 14.26055 9.63591 -0.4530 -0.0961 -0.3118 0.09
C 10.66121 7.06290 10.15671 0.3824 0.8209 -0.5136 -0.05
O 10.92157 8.46313 10.52960 -0.6392 -2.1063 -0.3792 -0.22
C 11.05396 9.31449 9.42271 1.7759 0.8625 -0.2904 -0.20
C 12.43944 9.19295 8.69849 -1.4008 0.2485 0.0029 -0.21
N 13.54304 9.32086 9.58738 0.4842 0.2567 1.3215 -0.05
C 14.77831 8.84006 9.01831 0.6193 0.4836 2.1236 -0.19
C 16.00901 9.24984 9.89686 -0.9877 -1.1368 -1.4923 -0.19
O 15.93368 8.46075 11.06334 0.4112 -0.3164 0.2982 -0.21
C 17.05295 8.60468 11.95069 -1.3974 0.1312 0.3296 -0.07
H 9.97149 6.98587 9.27283 0.7385 0.2462 0.6698 0.10
H 10.17302 6.60322 10.99342 -0.3148 -0.1236 0.4871 0.07
H 11.60310 6.49647 9.99214 -0.4785 0.4955 -0.1676 0.09
H 11.12182 10.31081 9.88512 -0.5848 -0.1679 -0.3157 0.10
H 10.23393 9.21588 8.68496 0.2464 0.0875 0.4658 0.13
H 12.46612 10.04994 8.01668 -0.0917 -0.0582 -0.2877 0.11
H 12.53062 8.30003 8.08548 -0.2569 -0.5076 -0.2276 0.11
H 13.38850 8.91073 10.50668 -0.1978 0.0344 -0.3570 0.09
H 14.81042 9.21525 8.04904 0.5986 1.1760 -1.7810 0.09
H 14.77974 7.78218 8.85964 0.1104 -1.2003 0.2319 0.11
H 15.95542 10.30632 10.09023 -0.0585 0.5997 0.4023 0.09
H 16.92063 9.07032 9.30677 0.0672 -0.1947 0.2699 0.12
H 16.77674 8.11877 12.91552 0.1864 0.2538 -0.7668 0.10
H 17.14421 9.67567 12.12184 0.6357 0.1452 0.2139 0.07
H 17.95986 8.14838 11.55934 0.1141 0.0854 -0.1621 0.09
O 11.54688 17.57458 12.25737 0.5023 -0.0936 -0.1016 -0.08
C 12.76593 17.70106 13.00747 0.6414 0.9253 -0.1949 -0.22
C 13.96432 17.01483 12.38441 -1.3993 -0.0777 -1.8913 -0.26
O 13.71285 15.62050 12.36649 0.9416 0.0996 0.4924 -0.10
H 11.70700 18.09946 11.46449 -0.1975 0.0261 -0.0537 0.09
H 12.96857 18.78771 13.10582 0.0578 -0.5145 0.1753 0.13
H 12.64753 17.26702 13.97777 -0.5928 -0.1824 0.6090 0.12
H 14.90021 17.32097 12.84606 0.0730 -0.1153 0.2924 0.12
H 13.97821 17.33502 11.30910 0.3717 0.1816 0.5280 0.12
H 14.58338 15.21190 12.13002 -0.3832 -0.2326 -0.2340 0.05
O 11.92186 11.71586 11.73097 0.5408 0.7856 0.1400 -0.09
C 11.05035 12.47510 12.61334 0.6449 0.5917 -0.2688 -0.19
C 9.66122 12.23792 12.08377 -0.1820 -0.3404 0.0545 -0.22
O 9.46486 12.87122 10.83712 -0.3384 -0.2599 -0.7868 -0.09
H 12.48100 12.24970 11.12301 -0.7702 -0.0660 0.7092 0.07
H 11.23002 12.11600 13.65228 -0.3720 0.0689 -0.7228 0.13
H 11.20038 13.60502 12.63343 0.3480 -1.3203 -0.2713 0.13
H 8.86771 12.51162 12.76498 -0.1256 0.4563 0.4636 0.11
H 9.50473 11.18039 11.87699 0.2195 -0.1831 0.1039 0.12
H 9.87868 13.73780 10.72273 -0.0303 0.3569 0.8244 0.05
O 12.46856 5.68030 12.65310 -0.2261 0.6736 0.2268 -0.09
C 13.41342 6.73657 12.48763 0.4436 0.4054 -0.8199 -0.24
C 13.07399 8.01167 13.31599 0.5832 -1.5527 1.1886 -0.24
O 11.69924 8.18484 13.35770 -1.4973 0.2832 -0.6717 -0.08
H 11.58475 6.09806 12.79229 1.0560 -0.2221 0.0238 0.08
H 14.45463 6.34957 12.60321 -0.8660 0.1772 0.5596 0.12
H 13.45038 7.07374 11.42981 -0.3796 -0.2375 0.1625 0.08
H 13.56404 8.87578 12.84614 0.2880 -0.1082 0.5382 0.11
H 13.24932 7.84319 14.41544 0.8910 0.3988 -1.1012 0.14
H 11.40798 8.41899 12.46554 -0.2645 0.2685 -0.1678 0.06
O 12.55104 13.49206 9.08569 0.3778 -0.6635 0.0050 -0.11
C 12.25202 14.87447 9.11829 -0.4685 0.3927 1.5541 -0.23
C 12.70764 15.59042 7.90204 0.5569 0.5027 -1.3499 -0.20
O 11.96054 15.16319 6.72954 -0.4724 1.1522 0.7686 -0.07
H 11.77201 12.97086 8.81441 -0.4577 0.3661 -0.0667 0.04
H 11.18695 15.05471 9.16968 -0.4402 -0.3063 0.1905 0.10
H 12.67067 15.24391 10.09707 -0.0872 0.0933 -1.0780 0.13
H 13.75802 15.39439 7.73925 0.3159 -0.0691 -0.2237 0.08
H 12.61530 16.69561 7.92722 -0.2875 -0.6379 0.3649 0.14
H 12.35276 14.40916 6.31734 0.8573 -1.0029 -0.1794 0.05
O 9.26328 14.30316 6.65637 -0.2763 0.8344 -1.5325 -0.10
H 10.22982 14.52096 6.57576 -0.8610 0.2450 0.1824 0.02
H 8.78481 14.80802 5.93430 1.0471 -0.9171 1.3635 0.08
O 9.89337 15.62684 11.01245 0.4291 1.1443 0.3971 -0.07
H 9.01317 16.01761 11.13106 0.4089 -0.1788 -0.0006 0.07
H 10.54431 16.30301 11.36966 -0.8695 -1.0476 -0.1538 0.04
O 15.63851 15.22740 5.66673 2.9092 -2.0864 0.9020 -0.02
H 14.91640 15.73151 5.46726 -2.9360 2.1837 -0.9296 -0.02
H 15.27980 14.49782 6.19327 0.0210 -0.0044 0.0688 -0.01
O 11.48902 12.04725 5.71320 2.4925 -0.4179 -0.0348 -0.01
H 10.75753 12.33345 5.22154 -1.7641 0.5615 -0.7493 0.01
H 11.23178 11.89600 6.61119 -0.7067 -0.0774 0.9039 -0.01
O 10.18010 12.41885 8.39442 1.2012 -1.0288 0.4617 -0.06
H 9.81843 12.37381 9.30948 -0.1755 0.0081 -0.0818 0.03
H 9.52145 12.73965 7.80051 -0.9327 0.7503 -0.6038 0.01
O 14.29494 13.14955 7.08582 0.0813 -0.6811 -0.7001 -0.07
H 13.58594 12.90318 7.71610 0.3292 0.3426 0.0147 0.03
H 14.27522 12.50697 6.35367 -0.1306 0.2390 0.4852 0.07

---

(4)
96
Properties=species:S:1:pos:R:3:forces:R:3:lowdin_charge:R:1 method="wB97M-V/def2-TZVPD" charge=+1 e_above_lowest_kj_mol=30.7 e_homo_ev="-10.43 / -10.43" spin_multiplicity=2 homo_lumo_gap_ev="7.35 / 7.75" lumo_ev="-3.079 / -2.678"
Cr -0.01349 1.08931 0.52271 -0.0365 -0.0406 -0.9228 0.46
C 1.64696 4.25157 1.04255 -0.0173 -0.0555 -0.0221 -0.08
C 1.68480 3.56807 -0.28093 -0.1563 0.0378 0.1427 -0.61
N 1.08658 2.43909 -0.59755 0.1987 -0.2217 -0.0686 -0.01
C 1.50687 1.97841 -1.83827 -0.0878 -0.1301 0.1014 -0.34
C 2.32531 2.82143 -2.50418 -0.0058 -0.0088 -0.0881 -0.30
S 2.66250 4.17296 -1.52425 0.1281 0.1582 -0.1360 1.16
C 1.20019 0.58289 -2.14089 -0.1028 0.1255 0.1431 -0.33
C 1.53357 -0.15522 -3.22415 0.0148 0.0228 -0.0724 -0.32
S 1.14698 -1.79200 -2.93842 -0.0073 -0.1026 -0.1563 1.13
C 0.54056 -1.41066 -1.39138 -0.0644 0.0926 0.1987 -0.61
N 0.62791 -0.13419 -1.10593 0.1338 -0.0930 -0.0538 0.00
C -0.03161 -2.44823 -0.48656 -0.0036 0.0060 -0.0281 -0.05
H 0.65670 4.63723 1.27314 -0.0222 0.0311 -0.0347 0.02
H 2.34638 5.08531 1.05562 0.0167 -0.0103 0.0006 0.09
H 1.92980 3.53346 1.81610 -0.0308 0.0063 -0.0013 0.08
H 2.79090 2.68002 -3.46442 0.0056 -0.0004 -0.0054 0.09
H 1.99816 0.16925 -4.13993 0.0060 0.0007 -0.0042 0.09
H 0.56019 -3.36184 -0.53136 -0.0045 -0.0052 -0.0067 0.09
H -1.05160 -2.69261 -0.79022 -0.0011 -0.0033 -0.0006 0.09
H -0.03847 -2.07663 0.53581 0.0103 0.0035 -0.0147 0.06
N 3.47074 -3.57340 6.53715 0.0403 -0.0104 -0.0459 0.13
C 2.91346 -2.69249 5.65627 0.0180 -0.0239 0.0703 -0.31
C 1.86337 -3.09393 4.81785 -0.0304 0.0189 -0.0423 -0.01
C 1.31910 -2.21228 3.91057 0.0927 -0.0664 0.0178 -0.06
C 1.80672 -0.91363 3.84007 0.0307 -0.0082 0.0983 -0.33
C 2.84517 -0.49080 4.66712 -0.0514 -0.1083 0.0142 -0.04
C 3.39891 -1.37867 5.56122 0.0253 0.0263 0.0079 -0.01
S 1.09971 0.23024 2.75922 0.1304 0.3272 -0.0323 0.59
O 0.78107 1.44103 3.49461 0.1052 -0.3812 0.2684 -0.41
O -0.07615 -0.40933 2.10481 -0.0998 0.0829 -0.0301 -0.41
N 2.02508 0.71652 1.54751 -0.3741 -0.4907 -0.1580 -0.12
C 2.77534 -0.21622 0.81375 -0.2330 0.9033 0.2867 -0.46
N 2.68506 -1.51428 1.06900 0.0770 -0.2451 -0.0013 0.14
C 3.46527 -2.31306 0.34280 0.0161 -0.0016 0.0080 -0.11
C 4.29965 -1.83781 -0.64980 0.0083 -0.0403 -0.0045 -0.05
C 4.27973 -0.46525 -0.85337 -0.0310 0.0416 0.0630 -0.12
N 3.53285 0.35698 -0.13010 0.1946 -0.1382 -0.1234 0.15
H 3.02357 -4.45393 6.71467 -0.0105 0.0121 0.0095 0.10
H 4.11762 -3.24673 7.23119 -0.0188 0.0093 0.0076 0.10
H 1.48264 -4.10533 4.88478 0.0002 -0.0016 0.0043 0.12
H 0.51984 -2.52470 3.25366 -0.0148 0.0191 0.0020 0.12
H 3.21224 0.52577 4.61488 -0.0285 0.0225 -0.0200 0.12
H 4.20907 -1.06095 6.20527 0.0000 -0.0039 0.0057 0.12
H 3.40600 -3.37298 0.56656 -0.0068 -0.0139 0.0093 0.12
H 4.92804 -2.49300 -1.23410 -0.0026 -0.0095 0.0036 0.11
H 4.89392 -0.00681 -1.62196 -0.0050 0.0056 -0.0097 0.12
C -3.04298 6.26136 2.38649 0.0075 0.0601 0.1409 -0.18
Si -3.06919 5.34378 0.76961 0.1247 -0.0553 0.0221 0.39
C -4.62633 5.72338 -0.17265 -0.1496 -0.0317 -0.0677 -0.18
C -1.57303 5.78598 -0.28000 0.1305 0.0045 -0.0121 -0.17
C -3.05316 3.49437 1.13015 0.0660 -0.1147 -0.0056 -0.51
Te -1.31557 2.76906 2.16334 -0.2413 0.6050 0.3116 1.48
C -2.37775 1.42163 3.41568 0.0599 -0.1262 -0.1131 -0.49
Si -2.13331 1.56551 5.29649 0.1019 0.0185 -0.0784 0.42
C -0.90551 2.87616 5.80295 0.1090 0.1106 0.0015 -0.19
C -3.80418 1.96713 6.01231 -0.1384 0.0465 0.0822 -0.19
C -1.55880 -0.10496 5.89035 0.0528 -0.1496 0.0157 -0.16
H -2.89717 7.33205 2.22987 -0.0227 0.0069 0.0001 0.04
H -2.23868 5.90944 3.03764 -0.0023 0.0160 -0.0113 0.02
H -3.98803 6.12949 2.91884 0.0198 0.0052 0.0217 0.04
H -4.70276 6.79106 -0.38898 0.0039 0.0020 -0.0038 0.04
H -5.51154 5.43521 0.39877 -0.0094 0.0095 -0.0235 0.04
H -4.65283 5.18879 -1.12570 -0.0138 0.0120 -0.0025 0.03
H -1.88433 6.25293 -1.21671 0.0101 0.0188 0.0073 0.04
H -0.99044 4.90205 -0.55111 0.0473 0.0176 0.0242 0.00
H -0.91326 6.48872 0.23316 0.0103 -0.0051 0.0035 0.04
H -3.18818 2.92050 0.21478 -0.0153 -0.0363 0.0399 -0.04
H -3.88469 3.24940 1.79531 -0.0207 0.0193 -0.0241 0.02
H -2.07967 0.42503 3.08876 -0.0696 0.0103 -0.0306 0.00
H -3.42401 1.57230 3.14705 -0.0121 -0.0358 0.0290 0.01
H -1.25024 3.35898 6.71974 0.0405 -0.0020 0.0286 0.04
H -0.76406 3.65499 5.05126 -0.0488 0.0062 0.0257 0.00
H 0.07294 2.43244 5.99322 -0.0071 0.0094 -0.0185 0.03
H -4.17903 2.92391 5.63955 -0.0002 -0.0029 0.0044 0.03
H -3.74525 2.03973 7.10077 -0.0267 -0.0030 -0.0028 0.04
H -4.54012 1.19771 5.76878 -0.0084 0.0137 -0.0046 0.04
H -0.77304 -0.50133 5.24048 -0.0141 0.0333 0.0525 0.01
H -2.37965 -0.82538 5.90624 0.0159 -0.0202 -0.0121 0.04
H -1.14829 -0.03987 6.90015 -0.0294 -0.0146 0.0223 0.04
C -4.53144 1.27725 -1.60613 -0.1279 0.0199 0.0008 -0.20
Ge -2.59812 1.18178 -1.85611 0.0727 0.1063 -0.0269 0.76
C -1.98282 2.93920 -2.45717 0.0554 0.0591 -0.0131 -0.18
C -2.24154 -0.09015 -3.28608 0.0252 -0.1183 -0.0513 -0.20
C -1.84258 0.55658 -0.14449 0.1761 -0.1311 0.3700 -0.37
H -5.02996 1.08728 -2.55738 -0.0316 0.0196 0.0109 0.03
H -4.83464 2.26449 -1.25536 -0.0243 -0.0143 0.0070 0.01
H -4.87649 0.53674 -0.88449 0.0021 -0.0159 -0.0111 0.03
H -2.28691 3.07602 -3.49639 -0.0080 0.0014 -0.0016 0.04
H -0.89852 3.05072 -2.40824 -0.0288 -0.0006 -0.0126 0.01
H -2.43615 3.73798 -1.87027 0.0090 -0.0279 -0.0299 -0.01
H -2.87507 0.17302 -4.13463 0.0176 -0.0249 -0.0202 0.03
H -2.48573 -1.11123 -2.98903 0.0083 0.0007 -0.0003 0.03
H -1.20560 -0.05519 -3.61856 0.0499 -0.0134 -0.0071 -0.01
H -1.78795 -0.53282 -0.23337 -0.0084 0.0095 -0.0679 0.00
H -2.60663 0.75717 0.61018 0.0364 -0.0362 0.0508 -0.02